Record 1
{"formula": "C30H48CdINO2SSe2Si2Te", "method": "ωB97M-V/def2-TZVPD", "elements": ["Cd", "C", "C", "C", "C", "C", "C", "C", "C", "S", "C", "N", "C", "C", "C", "C", "C", "C", "C", "C", "H", "H", "H", "H", "H", "H", "H", "H", "H", "H", "H", "H", "H", "H", "H", "H", "O", "C", "C", "C", "O", "C", "Se", "C", "Se", "H", "H", "H", "H", "H", "H", "H", "H", "H", "H", "C", "Si", "C", "C", "C", "Te", "C", "Si", "C", "C", "C", "H", "H", "H", "H", "H", "H", "H", "H", "H", "H", "H", "H", "H", "H", "H", "H", "H", "H", "H", "H", "H", "H", "I"], "xyz": [[0.6833, 1.9858, -1.0071], [-4.5089, 0.9117, 2.4708], [-3.9853, 0.9677, 3.9059], [-4.5729, 2.2121, 4.5859], [-4.4632, -0.2880, 4.6482], [-2.4587, 1.0327, 3.9503], [-1.8036, 1.1086, 5.1950], [-0.4280, 1.1752, 5.3002], [0.3264, 1.1663, 4.1301], [2.0413, 1.2308, 3.8905], [1.7803, 1.1496, 2.1415], [0.5411, 1.0782, 1.7952], [-0.3054, 1.0899, 2.8870], [-1.6967, 1.0208, 2.7966], [2.9062, 1.1131, 1.1915], [4.1952, 0.8939, 1.6900], [5.2624, 0.7674, 0.8202], [5.0250, 0.8581, -0.5485], [3.7435, 1.0927, -1.0258], [2.6352, 1.2409, -0.1820], [-5.6020, 0.8886, 2.4849], [-4.1590, 0.0216, 1.9447], [-4.1921, 1.7749, 1.8833], [-5.6656, 2.1821, 4.5454], [-4.2355, 3.1183, 4.0797], [-4.2753, 2.2799, 5.6343], [-5.5549, -0.3526, 4.6192], [-4.1513, -0.2803, 5.6947], [-4.0541, -1.1862, 4.1812], [-2.3902, 1.1189, 6.1068], [0.0464, 1.2351, 6.2722], [-2.1252, 0.9823, 1.8024], [4.3662, 0.7967, 2.7585], [6.2621, 0.5913, 1.2006], [5.8502, 0.7538, -1.2466], [3.5881, 1.1781, -2.0981], [2.7095, 3.5193, -5.2341], [2.1956, 4.1535, -4.0447], [0.6671, 4.2093, -4.0408], [0.2220, 5.1361, -5.1902], [0.5929, 4.6987, -6.4924], [0.0281, 2.8154, -4.2841], [1.0303, 1.2132, -3.6834], [0.1301, 4.8821, -2.7467], [1.0979, 4.6422, -1.0326], [2.5211, 2.5687, -5.0797], [2.6051, 5.1668, -4.0179], [2.5555, 3.6287, -3.1626], [0.6444, 6.1333, -4.9973], [-0.8695, 5.2335, -5.1787], [1.4431, 4.2399, -6.3724], [-0.1394, 2.6847, -5.3513], [-0.9424, 2.7759, -3.7892], [-0.8880, 4.5319, -2.5738], [0.0732, 5.9621, -2.9060], [1.5414, -5.2935, 2.9101], [1.7534, -3.8178, 1.7510], [2.5289, -2.4141, 2.7030], [2.8923, -4.3376, 0.3563], [0.0847, -3.3027, 1.0979], [0.2372, -1.6333, -0.2680], [0.3703, -2.8707, -2.0216], [-1.2955, -3.2011, -2.8008], [-2.4185, -4.0743, -1.5721], [-1.0511, -4.3725, -4.2607], [-2.0594, -1.6134, -3.3839], [2.5028, -5.6104, 3.3249], [1.1012, -6.1482, 2.3895], [0.8848, -5.0373, 3.7460], [3.4644, -2.7297, 3.1743], [1.8642, -2.0431, 3.4883], [2.7536, -1.5761, 2.0389], [3.8705, -4.6233, 0.7535], [3.0411, -3.5078, -0.3385], [2.4938, -5.1884, -0.2027], [-0.5684, -2.9742, 1.9110], [-0.4427, -4.1001, 0.5687], [0.9082, -3.7762, -1.7338], [1.0089, -2.3168, -2.7150], [-2.0106, -5.0435, -1.2697], [-3.4048, -4.2468, -2.0121], [-2.5509, -3.4604, -0.6779], [-0.5957, -5.3160, -3.9464], [-0.4044, -3.9210, -5.0172], [-2.0100, -4.6019, -4.7351], [-2.3290, -0.9668, -2.5445], [-2.9620, -1.8027, -3.9735], [-1.3579, -1.0365, -3.9938], [-2.1421, 1.8531, -1.0671]], "forces_ev_per_angstrom": [[0.5, 0.2, -0.3], [0.0, 0.0, 0.0], [0.0, 0.0, 0.0], [0.0, 0.0, 0.0], [0.0, 0.0, 0.0], [0.0, 0.0, 0.0], [0.0, 0.0, 0.0], [0.0, 0.0, 0.0], [0.0, 0.0, 0.0], [0.0, 0.1, 0.1], [0.0, 0.0, -0.1], [0.0, 0.0, 0.1], [0.0, 0.0, -0.1], [0.0, 0.0, 0.0], [0.0, -0.1, 0.1], [0.1, 0.0, 0.0], [0.0, 0.0, 0.0], [0.0, 0.0, 0.0], [-0.1, 0.1, 0.0], [-0.1, -0.1, 0.3], [0.0, 0.0, 0.0], [0.0, 0.0, 0.0], [0.0, 0.0, 0.0], [0.0, 0.0, 0.0], [0.0, 0.0, 0.0], [0.0, 0.0, 0.0], [0.0, 0.0, 0.0], [0.0, 0.0, 0.0], [0.0, 0.0, 0.0], [0.0, 0.0, 0.0], [0.0, 0.0, 0.0], [0.0, 0.0, 0.0], [0.0, 0.0, 0.0], [0.0, 0.0, 0.0], [0.0, 0.0, 0.0], [0.0, 0.0, 0.0], [0.0, -0.1, 0.1], [0.0, 0.0, -0.1], [0.0, 0.0, 0.1], [-0.1, 0.0, 0.0], [0.0, 0.1, 0.0], [0.0, 0.0, 0.0], [0.0, 0.1, 0.1], [0.0, 0.0, 0.0], [-0.1, -0.1, -0.2], [0.0, 0.1, 0.0], [0.0, 0.0, 0.0], [0.0, 0.0, 0.0], [0.0, 0.0, 0.0], [0.0, 0.0, 0.0], [0.0, 0.0, 0.0], [0.0, 0.0, 0.0], [0.0, 0.0, 0.0], [0.0, 0.0, 0.0], [0.1, 0.0, 0.0], [0.0, 0.0, 0.0], [-0.1, 0.0, 0.0], [0.0, 0.0, 0.0], [0.0, 0.0, 0.0], [-0.1, -0.1, 0.0], [0.0, 0.1, 0.0], [0.1, 0.0, 0.0], [0.1, 0.0, 0.0], [0.0, 0.0, 0.0], [0.0, 0.0, 0.0], [-0.1, 0.0, 0.0], [0.0, 0.0, 0.0], [0.0, 0.0, 0.0], [0.0, 0.0, 0.0], [0.0, 0.0, 0.0], [0.0, 0.0, 0.0], [0.0, 0.0, 0.0], [0.0, 0.0, 0.0], [0.0, 0.0, 0.0], [0.0, 0.0, 0.0], [0.0, 0.0, 0.0], [0.0, 0.0, 0.0], [0.0, 0.0, 0.0], [0.0, 0.0, 0.0], [0.0, 0.0, 0.0], [0.0, 0.0, 0.0], [0.0, 0.0, 0.0], [0.0, 0.0, 0.0], [0.0, 0.0, 0.0], [0.0, 0.0, 0.0], [0.0, 0.0, 0.0], [0.0, 0.0, 0.0], [0.0, 0.0, 0.0], [-0.3, -0.1, 0.1]], "lumo_energy_ev": 3.644, "gap_ev": 5.2, "e_homo_ev": -1.6, "max_force_ev_per_a": 0.609, "de_lowest_kcal_mol": 0.00, "total_charge": -2}

=====

Record 2
{"formula": "C4H9O4", "method": "ωB97M-V/def2-TZVPD", "elements": ["C", "O", "C", "C", "C", "O", "O", "H", "H", "H", "H", "H", "H", "H", "H", "H", "O"], "xyz": [[0.8482, 0.6984, -1.0672], [1.6164, 0.2458, -2.0348], [0.1745, -0.4181, -0.1382], [0.6581, -0.4729, 1.3105], [0.0608, -1.6064, 2.0586], [-1.2650, -1.3155, 2.3949], [0.5699, -2.6082, 2.4780], [1.4091, 1.3495, -0.3341], [-0.0796, 1.2916, -1.2959], [0.4546, -1.3494, -0.6385], [-0.9179, -0.3587, -0.1758], [1.7469, -0.5772, 1.2538], [0.5030, 0.4835, 1.8077], [-1.8058, -2.1191, 2.3507], [-0.7356, 2.6248, -2.3342], [-1.6491, 1.5849, -2.8469], [-1.5886, 2.5470, -2.7886]], "forces_ev_per_angstrom": [[0.1, -0.2, 1.4], [-0.3, -0.1, -0.4], [-0.1, -0.5, -0.6], [1.1, 0.3, -0.7], [-0.8, 0.6, 1.3], [0.0, -0.1, -0.8], [0.1, -0.3, -0.6], [-0.1, 0.2, 0.1], [0.2, 0.3, -0.5], [0.0, -0.1, 0.1], [0.0, 0.1, 0.1], [-0.1, -0.3, 0.2], [-0.5, 0.0, 0.2], [0.4, 0.0, 0.4], [-0.1, 0.1, -0.1], [-0.1, 0.1, -0.1], [0.1, -0.1, 0.0]], "lumo_energy_ev": 3.194, "gap_ev": 6.1, "e_homo_ev": -2.9, "max_force_ev_per_a": 1.638, "de_lowest_kcal_mol": 58.93, "total_charge": -1}